Record 1
ORCA calculation (ωB97M-V/def2-TZVPD) on a 2-piece molecular cluster, CH8N2P overall.

Structure (XYZ):
```
12
Properties=species:S:1:pos:R:3:forces:R:3
H 2.160216 1.565485 0.994012 -0.033 1.018 0.631
N 1.984337 0.934133 0.253877 0.441 -3.836 0.061
H 1.905520 1.365449 -0.657123 1.081 0.149 -0.016
H -2.580525 0.191965 -1.077614 0.019 0.512 0.553
H 2.707148 0.112866 0.385629 -1.674 2.398 -1.051
C -1.303281 -1.076103 0.334465 -0.353 -3.669 2.453
H 0.692570 0.246360 0.065310 -0.936 -0.102 0.112
H -0.905909 -1.419233 1.382148 -0.863 0.752 -2.112
N -0.399688 -0.166861 -0.345513 0.732 0.337 0.774
H -0.407304 -0.357990 -1.310693 0.345 -0.068 -1.508
H -1.865711 -1.951074 -0.213627 1.702 1.864 0.817
P -1.987370 0.555000 0.189130 -0.461 0.645 -0.713
```
Positions in Å, forces in eV/Å.

Output
ΔE to the lowest compared entry with this formula, charge and spin ... 30.48 kcal per mole
Total charge ... +1
HOMO-LUMO gap ... 11.3 eV

Record 2
ORCA calculation (ωB97M-V/def2-TZVPD) on C5H6CaO4 as an isolated structure.

Structure (XYZ):
```
16
Properties=species:S:1:pos:R:3:forces:R:3
C 1.089491 3.146222 -0.615344 1.018 0.195 -0.753
H 0.207735 -0.626415 1.999793 0.165 -0.084 -0.079
H -4.271312 -1.057512 -1.011259 0.271 0.260 -0.036
O 1.130885 0.730678 -0.256716 -0.248 -0.640 -0.806
H -2.504644 -0.887624 0.685579 0.184 -0.052 -0.304
C -3.353844 -0.513702 -1.232252 0.189 0.058 0.173
C -0.305763 0.382068 0.447600 -0.181 -0.080 1.564
O -0.068152 -0.789445 1.093885 0.162 -0.391 -0.543
C -2.395213 -0.462301 -0.312411 -0.639 -0.172 0.077
C 1.550491 1.818132 -0.803774 -0.057 -0.113 0.083
H 1.668293 3.912567 -1.149498 -0.238 -0.180 0.040
H -3.234540 -0.050445 -2.212432 0.010 -0.244 0.264
Ca -0.781511 2.358023 1.430242 -2.179 -0.018 2.462
O -1.199630 0.165288 -0.577799 0.926 0.310 -0.985
O 0.165486 3.520541 0.166381 0.814 1.112 -1.322
H 2.444226 1.697827 -1.423906 -0.195 0.038 0.165
```
Positions in Å, forces in eV/Å.

Output
Spin multiplicity ... 2
ΔE to the lowest compared entry with this formula, charge and spin ... 12.97 kcal per mole
Total charge ... +1
HOMO-LUMO gap (alpha / beta) ... 7.1 / 6.4 eV

Record 3
ORCA calculation (ωB97M-V/def2-TZVPD) on C5H6O as an isolated structure.

Structure (XYZ):
```
12
Properties=species:S:1:pos:R:3:forces:R:3
H 1.962627 0.676094 -0.226935 -0.058 -0.077 0.294
C 0.428512 -0.707836 0.900391 -2.074 0.359 -0.381
O 0.710185 -1.831997 0.063014 -0.416 -0.211 -0.007
H -0.578433 1.847960 -0.791491 0.023 0.133 -0.016
H -0.445025 1.744141 1.001461 -0.025 -0.160 -0.233
H -0.280727 -0.723415 1.697657 1.456 -0.453 2.330
C -0.894809 -0.208626 0.000540 -0.051 -0.109 -0.406
C -0.335681 1.201249 0.049839 -0.070 0.299 -0.255
C 0.931322 0.361823 -0.064079 0.317 0.246 -0.088
H -1.946164 -0.519406 0.096092 0.524 -0.152 0.023
C 0.227405 -0.790177 -0.838299 0.041 0.100 -1.041
H 0.186283 -1.047748 -1.893929 0.332 0.024 -0.220
```
Positions in Å, forces in eV/Å.

Output
ΔE to the lowest compared entry with this formula, charge and spin ... 117.34 kcal per mole
HOMO-LUMO gap ... 10.0 eV

ΔE to the lowest compared entry with this formula, charge and spin of number 3 (C5H6O)?
117.34 kcal per mole

Among the records above, which one has the highest ΔE to the lowest compared entry with this formula, charge and spin?
C5H6O

Which of these has the highest ΔE to the lowest compared entry with this formula, charge and spin?
C5H6O

Which formula does entry 1 have?
CH8N2P